No. 1
The following is a quantum chemistry calculation of C61H163BaN7O18 as an isolated structure, from the OMol25 dataset.

Geometry as XYZ:
```
250
Properties=species:S:1:pos:R:3:forces:R:3:lowdin_charge:R:1
Ba 0.3668 -4.3340 0.1613 -0.731 -0.309 0.369 1.913
C -4.2160 -5.2801 1.6356 1.952 0.433 -0.979 -0.062
C -2.8141 -5.8655 2.0300 0.108 0.526 -1.473 -0.610
C -2.7991 -7.3994 2.1559 -0.893 1.505 0.669 -0.072
O -1.8334 -5.4008 1.1288 0.052 -0.028 0.293 -0.534
H -4.9389 -5.3109 2.4196 -0.640 -0.188 0.562 0.049
H -4.5336 -5.8268 0.7498 -0.418 0.076 -0.127 0.062
H -4.0202 -4.2104 1.3420 -0.334 -0.973 0.300 0.066
H -2.6645 -5.4925 3.0224 0.594 0.508 1.104 0.090
H -1.7879 -7.7367 2.2823 0.408 -0.262 0.480 0.062
H -3.1782 -7.8178 1.2647 -0.483 -0.658 -1.224 0.042
H -3.5022 -7.6474 2.9672 0.518 -0.405 -0.039 0.079
C -0.0079 0.1767 1.2162 0.159 0.229 -1.857 -0.025
C -0.4251 -0.6327 -0.0378 0.311 -0.510 0.878 -0.544
C -0.4641 0.1756 -1.3202 0.744 -1.059 -0.179 -0.040
O 0.4127 -1.7440 -0.2159 0.441 -0.011 0.190 -0.513
H 0.1787 -0.4921 2.0099 0.292 -0.770 0.887 0.041
H -0.7508 0.8913 1.5311 -0.348 0.380 -0.009 0.048
H 0.9176 0.6670 0.9397 0.336 0.421 0.343 0.061
H -1.4364 -0.9726 0.2245 -0.280 -0.144 -0.456 0.104
H -0.8026 -0.5020 -2.1136 -0.222 0.260 -0.015 0.057
H 0.5565 0.4702 -1.6318 -0.357 0.195 0.347 0.072
H -1.1198 1.0042 -1.2207 -0.575 1.025 -0.201 0.058
C 5.2098 4.5350 0.7500 -1.147 0.091 -0.639 -0.063
C 5.3920 3.9965 2.1177 1.688 -0.310 0.306 -0.441
C 4.1118 3.5607 2.7573 -0.796 -0.596 0.757 -0.217
O 3.1875 4.6344 2.7530 0.340 -0.287 0.304 -0.196
C 2.0242 4.3248 3.4450 -1.307 -0.256 0.942 -0.150
N 6.2977 2.8372 2.1838 0.857 -0.228 0.577 0.043
H 4.5850 3.8782 0.1450 0.285 -0.357 -0.184 0.059
H 6.1458 4.7306 0.2555 0.292 0.208 -0.186 0.083
H 4.5927 5.4160 0.8450 0.081 0.649 -0.251 0.080
H 5.8683 4.8283 2.7020 -0.492 -0.862 -0.033 0.160
H 4.3452 3.2522 3.7995 -0.221 0.094 -0.386 0.129
H 3.6383 2.6596 2.2555 0.614 0.803 0.238 0.125
H 1.4544 3.4638 3.0215 0.606 0.137 0.091 0.077
H 1.3487 5.1668 3.3274 -0.020 0.273 0.071 0.084
H 2.1292 4.1487 4.5708 0.336 0.135 -1.315 0.107
H 7.2806 3.0635 2.3244 -0.465 0.272 0.050 0.073
H 6.2938 2.1783 1.4157 -0.582 0.299 -0.206 0.053
C -1.8512 4.4519 -3.4836 -0.231 0.246 -0.067 -0.054
C -1.7220 5.8038 -4.1856 0.977 -0.569 0.590 -0.418
C -2.9859 6.5447 -3.9152 -0.915 -0.246 -0.704 -0.244
O -2.9850 7.8202 -4.4853 1.320 -0.318 -0.232 -0.172
C -4.1132 8.5358 -4.1721 -1.377 -0.204 0.361 -0.137
N -0.5235 6.5124 -3.7375 0.064 -0.057 0.654 0.053
H -2.7626 3.9970 -3.8621 0.091 -0.449 -0.255 0.060
H -2.0266 4.5413 -2.4137 0.355 0.170 0.171 0.063
H -0.9817 3.8257 -3.6836 -0.107 -0.024 0.071 0.059
H -1.5983 5.5258 -5.2320 -0.162 0.539 -0.303 0.140
H -3.2096 6.5841 -2.8456 0.267 0.197 0.225 0.111
H -3.7940 5.9569 -4.3607 -0.390 -0.081 -0.052 0.130
H -4.2969 8.4989 -3.0831 -0.247 -0.135 -0.200 0.090
H -5.0147 8.1260 -4.7299 0.752 0.683 0.612 0.111
H -3.9000 9.5674 -4.3848 -0.270 0.477 -0.495 0.081
H -0.4591 7.4378 -4.1568 -0.220 -0.192 0.079 0.072
H -0.5984 6.6280 -2.7116 0.282 -0.033 -0.738 0.068
C -0.7722 2.1046 -6.7880 -1.715 -0.386 0.702 -0.030
C -1.3306 0.8160 -6.1274 0.633 -0.630 -0.269 -0.403
C -2.0746 1.0732 -4.8715 -1.296 -0.072 0.716 -0.232
O -3.2944 1.7209 -5.2361 0.617 0.141 0.240 -0.192
C -4.2508 1.5966 -4.2250 -0.947 0.678 -0.421 -0.121
N -2.1335 -0.1702 -6.9338 0.947 1.192 1.235 0.067
H -0.1225 2.5690 -6.0666 0.614 0.196 0.141 0.054
H -1.5756 2.8216 -6.9561 -0.129 -0.017 -0.184 0.077
H -0.2857 1.9095 -7.7170 0.530 -0.174 -0.565 0.063
H -0.4432 0.3131 -5.7292 0.116 -0.555 -0.474 0.115
H -1.5047 1.6444 -4.1157 -0.138 0.116 -0.347 0.114
H -2.3391 0.1054 -4.3827 0.242 0.369 -0.348 0.116
H -5.1806 2.0760 -4.5978 0.567 -0.065 0.407 0.105
H -3.9249 2.0367 -3.2780 -0.032 0.136 0.043 0.075
H -4.4838 0.5611 -4.0611 -0.112 -0.776 0.261 0.077
H -1.5217 -0.5055 -7.6483 -0.096 -0.189 -0.829 0.052
H -2.9666 0.2736 -7.3023 0.205 0.016 -0.183 0.075
C -3.4242 -3.9631 -2.4117 -0.193 0.042 1.202 -0.043
C -2.1557 -4.0053 -3.2112 0.812 -1.066 0.581 -0.410
C -2.1956 -3.4349 -4.6090 -1.188 -1.016 -0.062 -0.200
O -1.1325 -4.0202 -5.3336 0.016 -0.007 1.020 -0.186
C -1.1424 -3.5515 -6.6378 0.269 -0.460 -0.465 -0.127
N -0.9905 -3.5549 -2.4110 -1.052 -0.682 -0.280 0.026
H -4.1997 -4.5278 -2.9075 -0.252 -0.287 -0.127 0.079
H -3.8513 -2.9804 -2.2132 0.234 0.318 -0.168 0.061
H -3.2254 -4.4163 -1.4088 -0.186 0.199 -0.713 0.087
H -1.9605 -5.0868 -3.3296 -0.083 0.306 -0.326 0.123
H -2.2048 -2.3568 -4.6379 0.494 0.737 0.063 0.109
H -3.1586 -3.7056 -5.1117 0.420 -0.084 0.329 0.139
H -0.8749 -2.4985 -6.6252 -0.013 0.200 -0.522 0.065
H -2.1275 -3.7249 -7.0614 -0.352 0.384 -0.305 0.088
H -0.4610 -4.1759 -7.2152 0.297 0.292 -0.013 0.092
H -1.1518 -2.6372 -2.0460 0.115 0.760 0.166 0.039
H -0.2236 -3.5275 -3.0502 0.864 0.333 -0.215 0.039
C 3.0598 -6.4621 -3.6302 0.468 -0.190 0.568 -0.052
C 2.0554 -6.0545 -2.5907 -0.027 0.305 1.056 -0.423
C 0.9991 -7.1363 -2.3647 0.689 -0.155 0.520 -0.201
O 0.0975 -6.6864 -1.3645 0.193 -0.292 -0.632 -0.346
C -1.1965 -7.2887 -1.4773 0.435 0.426 0.212 -0.075
N 2.6825 -5.5498 -1.3339 0.243 0.021 0.537 -0.020
H 3.5324 -7.3928 -3.3188 0.091 -0.191 -0.045 0.084
H 3.8442 -5.7076 -3.6230 0.039 0.029 -0.505 0.059
H 2.6147 -6.6133 -4.5998 -0.044 0.124 -0.466 0.080
H 1.5219 -5.1544 -2.8942 -0.170 -0.013 -0.469 0.115
H 1.4541 -8.1147 -2.1041 0.050 0.388 0.442 0.137
H 0.5190 -7.3886 -3.3135 -0.420 0.540 -0.125 0.128
H -1.0888 -8.3590 -1.3163 -0.181 -0.288 -0.242 0.092
H -1.5828 -7.0438 -2.4849 -0.222 -0.309 0.541 0.090
H -1.7651 -6.8667 -0.6400 -0.201 0.071 -0.375 0.062
H 3.3470 -6.1100 -0.7694 -0.645 -0.065 -0.975 0.085
H 3.1595 -4.6649 -1.5383 -0.355 -0.343 0.019 0.041
C -2.1697 2.6960 3.2632 -0.953 -0.395 -0.720 -0.050
C -3.1437 3.7714 3.6881 -0.174 0.511 -0.564 -0.430
C -2.7950 4.3149 5.0498 -0.742 1.030 -0.038 -0.182
O -3.6436 5.4522 5.3910 1.073 -0.871 0.106 -0.188
C -3.3270 5.8180 6.7177 0.380 -0.518 0.819 -0.138
N -3.2651 4.8278 2.6906 0.964 -0.035 -1.001 0.058
H -2.6020 2.3032 2.3240 0.443 -0.142 0.352 0.072
H -2.2553 1.9333 4.0294 0.431 -0.437 -0.025 0.070
H -1.1327 2.9675 3.0701 0.010 0.315 0.278 0.065
H -4.1248 3.2909 3.6386 -0.039 -0.037 0.634 0.148
H -1.7435 4.6568 5.0281 -0.190 -0.129 0.194 0.132
H -2.9488 3.5580 5.8108 0.238 -0.309 0.258 0.123
H -2.2325 5.9234 6.9030 -0.450 0.443 -0.531 0.089
H -3.5673 5.0050 7.4353 -0.409 0.284 -0.320 0.088
H -3.8668 6.7249 6.9962 0.125 -0.112 -0.154 0.087
H -3.9756 5.4688 2.9674 -0.446 0.597 0.344 0.068
H -2.3949 5.3607 2.5790 -0.384 -0.256 0.125 0.091
C 3.5244 -4.7133 4.4590 0.518 -0.908 0.631 -0.063
C 2.4052 -4.6531 3.4472 -0.303 1.146 0.002 -0.429
C 1.4488 -3.5014 3.8232 0.688 -0.505 -0.423 -0.193
O 0.4693 -3.4410 2.8077 0.274 0.722 0.227 -0.335
C -0.6988 -2.7830 3.2664 -0.296 -1.340 -0.060 -0.088
N 2.8195 -4.4168 2.0736 0.214 -1.159 -0.151 0.012
H 3.1511 -5.0866 5.4530 0.416 0.416 -0.857 0.098
H 4.0130 -3.7462 4.5818 -0.069 0.112 0.092 0.074
H 4.3082 -5.4140 4.0991 -0.407 0.246 0.321 0.078
H 1.9165 -5.6137 3.3962 -0.645 -0.285 0.508 0.138
H 2.0397 -2.5446 3.9117 -0.486 -0.638 -0.299 0.138
H 0.9780 -3.6831 4.7943 -0.046 -0.088 0.044 0.124
H -0.9558 -3.3220 4.1648 -0.643 0.064 0.615 0.087
H -1.4805 -2.9881 2.5374 -0.040 0.320 -0.108 0.079
H -0.5726 -1.7408 3.5029 0.178 0.534 -0.170 0.064
H 3.5866 -5.0619 1.8535 -0.262 0.706 -0.267 0.061
H 3.0729 -3.4594 1.9318 0.506 0.759 -0.246 0.041
C 3.9301 -2.4551 -3.5049 1.204 -0.492 -1.495 -0.057
C 2.6680 -1.7600 -3.1902 -1.443 -0.155 2.365 -0.441
C 1.6778 -1.4680 -4.2970 0.120 0.072 -0.080 -0.044
O 2.0925 -2.6662 -2.1629 0.731 0.382 -1.296 -0.125
H 4.4806 -2.6369 -2.5741 0.101 0.310 -0.361 0.064
H 4.5223 -1.9211 -4.2719 0.049 0.016 0.595 0.095
H 3.7635 -3.4375 -3.9683 -0.299 0.082 0.204 0.079
H 2.9090 -0.7720 -2.7127 -0.176 -0.744 -0.167 0.128
H 0.7583 -0.9747 -3.9483 0.447 0.039 0.210 0.067
H 1.3329 -2.3430 -4.8474 0.318 -0.218 -0.067 0.079
H 2.2254 -0.7867 -4.9490 -0.327 0.059 -0.480 0.076
H 1.6167 -2.1533 -1.5029 -0.959 0.730 0.579 -0.002
C -2.8925 -2.3502 7.7119 0.603 -0.532 0.802 -0.056
C -2.0004 -1.4572 6.8557 -0.053 -0.116 0.211 -0.524
C -2.7946 -0.8534 5.7408 -0.906 0.084 -0.782 -0.066
O -1.6184 -0.4402 7.7385 0.845 1.079 0.924 -0.068
H -2.2863 -2.8044 8.5549 -0.874 0.496 -0.909 0.101
H -3.4159 -3.1167 7.1609 0.346 -0.577 -0.419 0.068
H -3.7293 -1.7706 8.1069 0.370 0.337 0.300 0.082
H -1.0841 -1.9885 6.4901 -0.707 0.070 0.079 0.129
H -2.2243 -0.2154 5.0629 0.199 -0.177 -0.031 0.056
H -3.6018 -0.2284 6.1373 0.209 0.032 0.276 0.094
H -3.3322 -1.6191 5.1817 0.275 -0.122 -0.379 0.080
H -1.0801 0.2614 7.3258 -0.174 -0.538 -0.161 0.068
C 3.5225 0.5963 -0.1634 1.567 -0.272 -0.267 -0.045
C 3.9280 -0.7041 0.5190 -1.637 -0.458 0.932 -0.456
C 4.9115 -0.5235 1.6676 0.519 -0.887 -1.495 -0.038
O 2.8007 -1.3690 1.1504 -0.444 -0.038 -0.713 -0.115
H 4.4166 0.9780 -0.6989 -0.389 -0.304 -0.193 0.088
H 3.3865 1.3664 0.5723 -0.889 0.316 0.370 0.039
H 2.7103 0.4403 -0.8794 -0.028 0.296 0.350 0.058
H 4.3229 -1.3622 -0.2410 0.388 -0.406 -0.349 0.105
H 5.2354 -1.5209 2.0228 -0.525 0.532 0.300 0.073
H 4.4763 0.1223 2.4098 0.058 0.082 0.485 0.061
H 5.8165 -0.1068 1.2393 0.315 0.502 0.175 0.067
H 1.9584 -1.4737 0.5741 0.911 0.359 0.400 0.055
C 2.4015 0.7459 4.9139 -0.483 0.548 0.557 -0.029
C 1.2614 0.0097 5.6813 1.479 0.888 -0.551 -0.468
C 1.7229 -0.9657 6.7616 0.375 0.686 -0.426 -0.025
O 0.5252 1.0672 6.2321 -1.286 0.977 0.982 -0.069
H 3.1478 0.1751 4.3966 0.134 -0.622 -0.333 0.059
H 2.9323 1.3040 5.6946 0.215 -0.037 0.004 0.083
H 1.9996 1.5360 4.2332 0.045 -0.918 0.301 0.070
H 0.6059 -0.4688 4.9870 -0.498 -0.559 -0.566 0.100
H 2.5562 -0.5009 7.2994 0.126 -0.307 -0.087 0.087
H 2.0164 -1.8876 6.2646 0.255 -0.166 0.262 0.063
H 0.9593 -1.1590 7.5070 -0.360 -0.069 -0.144 0.070
H 1.0196 1.9002 6.2227 -0.106 -0.500 0.004 0.090
C 4.6424 2.3678 -3.8101 0.447 -1.311 0.521 -0.053
C 3.4253 3.1235 -4.1611 -0.197 1.043 -2.097 -0.507
C 2.1572 2.4458 -3.7419 -0.617 0.281 0.866 -0.049
O 3.6048 4.4582 -3.6486 -0.440 -0.577 0.405 -0.043
H 4.8252 2.4604 -2.7455 0.027 -0.035 0.338 0.073
H 5.5210 2.6936 -4.3152 0.637 0.624 -0.442 0.073
H 4.5712 1.2977 -4.0456 -0.286 0.144 0.068 0.085
H 3.3560 3.2501 -5.2583 0.227 -0.212 0.111 0.141
H 1.2746 3.1036 -3.9043 0.476 -0.377 0.247 0.076
H 2.2874 2.2091 -2.6840 -0.536 0.016 0.241 0.065
H 1.9687 1.4996 -4.2532 0.211 0.122 -0.197 0.068
H 2.7653 4.9076 -3.7812 -0.086 0.278 -0.030 0.077
C 6.9570 -3.6736 1.0663 0.494 -0.153 -0.834 -0.056
C 5.8556 -4.2024 0.1823 -0.284 0.293 -0.705 -0.489
C 6.3874 -4.4069 -1.2512 -1.048 0.320 0.177 -0.046
O 5.3157 -5.4463 0.6135 -0.020 -0.570 0.556 -0.076
H 6.7994 -3.6232 2.1316 -0.643 0.248 0.324 0.073
H 7.2330 -2.6858 0.6502 0.222 -0.508 0.480 0.096
H 7.7573 -4.4062 0.9359 0.502 0.360 -0.015 0.085
H 5.0111 -3.4903 0.1266 0.180 -0.213 0.150 0.120
H 7.1856 -5.1376 -1.2894 0.349 0.070 0.063 0.083
H 6.6327 -3.4606 -1.7345 0.456 0.017 0.195 0.081
H 5.5682 -4.7917 -1.8535 -0.133 -0.273 -0.052 0.051
H 5.8177 -5.8137 1.3572 -0.024 0.282 -0.360 0.100
C -6.5060 4.7103 0.5126 -0.129 -0.627 0.099 -0.049
C -5.6251 3.9847 -0.4740 0.056 0.182 -0.049 -0.495
C -5.0854 4.8732 -1.5895 0.458 -0.881 -0.356 -0.053
O -4.5433 3.4301 0.2579 0.228 -0.932 -0.508 -0.089
H -7.4618 4.9450 0.0495 0.056 0.678 0.003 0.080
H -5.8760 5.5582 0.7976 -0.780 0.319 0.465 0.083
H -6.7598 4.0446 1.3692 0.474 0.537 -0.434 0.098
H -6.2021 3.1867 -0.9500 0.318 -0.357 0.204 0.139
H -4.4552 4.2496 -2.2636 -0.396 0.403 0.428 0.064
H -4.4489 5.6706 -1.2089 -0.094 0.126 0.169 0.076
H -5.8869 5.2840 -2.1886 -0.235 0.264 -0.126 0.083
H -4.1405 4.0895 0.8425 0.119 0.176 0.340 0.052
C -3.7128 -0.9947 1.8630 0.267 0.905 1.158 -0.060
C -4.1908 0.0842 0.9190 -0.504 -0.926 -0.404 -0.499
C -4.9376 -0.4984 -0.3061 -0.384 0.310 -0.013 -0.038
O -5.0169 0.9957 1.6297 0.515 -0.501 -0.053 -0.050
H -4.5368 -1.4323 2.4301 -0.161 -0.158 -0.328 0.089
H -3.0641 -0.5327 2.6617 -0.265 -0.515 -0.912 0.079
H -3.1906 -1.7460 1.2867 0.251 -0.348 0.192 0.052
H -3.2978 0.5766 0.4839 -0.258 0.151 0.332 0.124
H -4.3641 -1.3295 -0.7443 0.056 0.601 -0.268 0.056
H -5.1269 0.3575 -0.9819 0.408 -0.585 -0.209 0.069
H -5.9459 -0.9153 -0.1465 0.366 0.152 0.691 0.085
H -4.9185 1.8036 1.1277 -0.238 1.027 -0.109 0.024
C 1.9318 3.9850 -0.2305 -0.026 0.212 -0.522 -0.047
C 0.5684 4.3268 -0.7570 -0.301 -0.673 -0.645 -0.463
C -0.6173 3.9031 0.1178 0.894 1.157 0.624 -0.023
O 0.5087 5.7414 -0.9866 -1.110 -0.369 0.640 -0.049
H 1.9706 2.9481 -0.0032 -0.012 -1.069 0.465 0.051
H 2.1384 4.5672 0.6570 0.320 0.133 0.129 0.076
H 2.6895 4.1134 -1.0207 -0.127 0.388 0.316 0.078
H 0.4378 3.8025 -1.7233 0.027 0.207 0.145 0.109
H -1.5129 4.0747 -0.4408 -0.755 0.270 -0.076 0.049
H -0.6018 4.5222 1.0348 -0.220 -0.118 -0.364 0.080
H -0.6431 2.8755 0.4519 0.459 -0.377 -0.240 0.053
H 1.3265 5.9848 -1.3994 0.652 0.255 -0.397 0.073
```
Positions in Å, forces in eV/Å.

No. 2
The following is a quantum chemistry calculation of a 2-piece molecular cluster, C4H11N3O2 overall, from the OMol25 dataset.

Geometry as XYZ:
```
20
Properties=species:S:1:pos:R:3:forces:R:3:lowdin_charge:R:1
C 0.1152 -1.2875 1.3069 0.312 -2.149 2.446 -0.188
N 0.2099 -0.6873 0.0302 0.718 -0.585 -1.811 0.006
C 0.6988 -1.3031 -1.0054 -1.832 0.038 -0.077 -0.462
N 0.3507 -0.8585 -2.3293 -0.440 0.371 1.693 0.092
N 1.4929 -2.4689 -1.0115 -6.169 3.473 -1.792 0.182
H -0.9059 -1.1960 1.7313 0.353 0.106 -0.490 0.071
H 0.7581 -0.9261 2.1288 0.036 0.901 -0.639 0.070
H 0.3871 -2.3883 1.4583 -0.487 0.848 -1.086 0.083
H 1.2351 -0.5077 -2.6851 -0.530 0.259 -0.776 0.078
H -0.4571 -0.1664 -2.3055 1.861 -0.826 0.043 0.099
H 2.1657 -2.3468 -0.4426 6.167 -0.274 4.872 0.005
H 1.3844 -3.1456 -1.6640 0.021 -2.030 -2.251 0.059
C -1.6233 2.1384 1.1739 -3.627 1.040 4.267 -0.045
C -0.8450 2.0195 0.0207 3.708 3.745 -6.729 -0.519
O -1.0784 2.0163 -1.2182 -0.123 -1.286 4.544 0.025
O 0.5022 2.5497 0.3545 -0.107 -4.128 -2.395 -0.066
H -1.6492 3.2811 1.5742 0.066 -2.565 -1.398 0.167
H -1.1172 1.6446 1.9998 0.158 -0.138 0.033 0.077
H -2.6836 1.7126 1.1833 1.455 0.790 -0.559 0.118
H 1.0596 1.9200 -0.3002 -1.538 2.411 2.104 0.150
```
Positions in Å, forces in eV/Å.

Its SMILES is CN=C(N)N.CC(=O)O. For the energy above the lowest of the compared OMol25 structures with the same formula, charge and spin, the calculation gives 73.2 kcal/mol.

E for the records above, in order: -4184.9856, -473.6861 a.u.
Lowest unoccupied orbital energy for the records above, in order: 0.2, 0.7 eV